No. 1
C9H10Br2ClNO2 | the ωB97M-V functional and the def2-TZVPD basis

Structure (XYZ):
```
25
Properties=species:S:1:pos:R:3:forces:R:3:mulliken_charge:R:1
Br 2.988476 -1.544919 4.318297 0.04 0.02 -0.04 -0.143
Br 2.036554 0.966588 1.805783 0.87 0.15 0.09 -0.126
Cl 1.724620 -2.310929 -1.880344 0.13 -0.02 -0.06 -0.169
O 0.531300 -0.018739 -3.457612 -0.01 -0.14 -0.23 -0.529
O -0.747000 0.659750 1.301273 -0.74 -0.40 -0.18 -0.546
N -2.830063 -0.734026 -3.857177 0.33 -0.03 0.48 -0.643
C 2.965084 0.395648 4.451524 -0.05 -0.13 0.11 -0.542
C -2.310315 0.526856 -3.281560 -0.12 -0.53 0.11 -0.889
C -1.731725 0.438789 -0.838461 0.23 -0.11 -0.08 -0.541
C 0.581167 -1.148868 -1.366451 -0.21 0.15 -0.03 0.398
C -0.750716 0.095700 0.228756 -0.38 0.09 0.32 0.229
C 1.787734 0.989392 3.725583 -0.07 0.10 -0.11 -0.637
C 0.223996 -0.980379 -0.099118 0.04 -0.21 -0.05 -0.555
C -0.031943 -0.277265 -2.426548 0.00 -0.04 0.11 0.342
C -1.398686 0.257615 -2.114279 -0.05 0.16 -0.10 0.700
H -1.783470 1.066054 -4.065974 -0.07 0.15 0.07 0.325
H -2.692896 0.844408 -0.545618 0.11 0.17 0.10 0.399
H 1.665916 2.036812 3.992146 0.03 0.00 0.03 0.379
H 2.903992 0.613245 5.515436 -0.02 0.01 0.00 0.352
H -2.042625 -1.348878 -4.052319 -0.04 0.09 -0.31 0.273
H 0.629773 -1.598993 0.689653 0.08 0.23 0.12 0.520
H 0.862943 0.455530 3.923561 0.00 0.00 0.02 0.359
H 3.913505 0.747618 4.059754 -0.01 0.02 -0.02 0.364
H -3.171135 1.085675 -2.915891 0.09 0.24 -0.20 0.402
H -3.324483 -1.216683 -3.110412 -0.17 0.01 -0.14 0.277
```
Forces are in eV/Å.

Results
HOMO energy, eV: -9.61
E, eV: -167686.3797
Charge: 0
2S+1: 1

---

No. 2
C9H10CdN2S | the ωB97M-V functional and the def2-TZVPD basis

Structure (XYZ):
```
23
Properties=species:S:1:pos:R:3:forces:R:3:mulliken_charge:R:1
Cd -0.392054 0.299091 1.234877 0.29 0.43 -1.45 0.579
S 1.131926 0.117503 3.217508 0.44 0.05 0.18 -0.479
N -0.755574 -0.117341 5.315668 1.10 0.13 -1.32 -0.614
N 1.297105 1.295501 -0.039123 -1.25 0.34 -0.21 -0.520
C 0.978634 -2.026570 -0.600371 -0.86 -0.28 0.12 -0.295
C -1.133611 -1.928584 0.349517 0.43 -0.22 -0.60 -1.092
C 0.014989 -0.022718 4.426316 -1.48 -0.26 2.08 0.277
C 0.374878 1.921720 -0.862543 2.58 -0.10 -0.13 0.582
C 0.069004 -1.541588 -1.588223 -0.42 -0.65 0.58 -0.507
C 0.247831 -2.284977 0.589971 -0.13 0.14 -0.72 -0.678
C 0.713387 2.576478 -2.039520 -0.66 -0.35 0.69 -1.208
C -1.231006 -1.513389 -1.026501 0.70 -0.41 0.25 -0.414
C -1.013383 1.831194 -0.350554 -0.70 -0.50 1.37 -1.017
H 0.330322 -1.278233 -2.612905 -0.08 0.10 0.32 0.354
H -1.357259 2.709027 0.205697 -0.05 0.15 -0.54 0.346
H 1.751178 2.621999 -2.348193 -0.02 0.06 -0.23 0.237
H 2.242870 1.224753 -0.415826 -0.28 0.25 -0.19 0.075
H 0.635605 -2.730522 1.506135 -0.08 0.28 -0.20 0.464
H -1.971004 -2.129512 1.020306 0.22 0.01 -0.17 0.544
H -2.153305 -1.257792 -1.549305 0.29 0.15 0.21 0.448
H -0.084565 3.016878 -2.621913 0.15 0.15 -0.27 0.299
H -1.738628 1.423092 -1.057714 0.03 0.30 0.09 0.250
H 2.042653 -2.206019 -0.753303 -0.24 0.21 0.14 0.368
```
Forces are in eV/Å.

Results
HOMO energy, eV: 0.47
E, eV: -27872.4719
Charge: -2
Energy relative to the best compared isomer or geometry (same formula, charge and spin), kcal/mol: 0.0
2S+1: 1